Computed, not measured: C4H6S2 as an isolated structure in a non-equilibrium geometry, with ωB97M-V/def2-TZVPD.

```
12
Properties=species:S:1:pos:R:3:nbo_charge:R:1
C 1.43 -0.74 -1.31 -0.560
C 1.02 0.35 -0.07 -0.476
C -0.95 -0.13 1.30 -0.520
C -0.44 0.28 -0.18 0.052
H 2.49 -0.66 -1.44 0.212
H 1.05 -1.77 -0.99 0.225
H 0.94 -0.32 -2.16 0.233
H 1.49 1.28 -0.18 0.251
H -1.35 0.72 1.81 0.232
H -1.61 -1.19 1.39 0.270
S 1.01 0.11 1.75 0.143
S -1.59 0.10 -1.55 -0.061
```

Properties
**2S+1**: 1
**Relative energy (zero: lowest compared OMol25 entry of this formula, charge and spin)**: 69.92 kcal per mole
**Maximum force**: 0.118 Eh/bohr
**Electronic energy**: -952.25797 Eh
**Gap between HOMO and LUMO**: 0.29023 Eh